Record 1
This record from OMol25 describes an isolated molecule of C18H22N2O3. The level of theory is the ωB97M-V functional and the def2-TZVPD basis.

Geometry as ORCA input:
```
! RIJCOSX wB97M-V def2-TZVPD def2/J DEFGRID3
* xyz 0 1
C -1.162 -1.733 -1.601
C -1.646 -1.537 -0.160
C -2.143 -0.140 0.050
C -1.372 1.014 0.070
C 0.052 1.375 0.060
O 0.371 2.557 0.045
N 0.930 0.339 0.081
C 2.325 0.366 0.082
C 3.078 1.523 -0.011
C 4.468 1.474 -0.011
C 5.256 2.743 -0.130
C 5.092 0.243 0.085
C 4.353 -0.929 0.179
C 2.973 -0.882 0.179
O 2.141 -1.977 0.270
C 2.728 -3.251 0.350
N -2.229 2.084 0.124
C -3.505 1.681 0.115
C -4.631 2.644 0.163
C -3.505 0.282 0.088
C -4.756 -0.476 0.148
C -4.750 -1.830 0.826
O -5.798 -0.011 -0.273
H -0.381 -1.022 -1.860
H -1.992 -1.588 -2.290
H -0.773 -2.740 -1.735
H -2.446 -2.248 0.026
H -0.842 -1.772 0.544
H 0.557 -0.596 0.131
H 2.568 2.470 -0.083
H 5.191 3.130 -1.147
H 6.304 2.575 0.107
H 4.859 3.503 0.540
H 6.170 0.183 0.087
H 4.874 -1.871 0.254
H 1.899 -3.956 0.402
H 3.334 -3.470 -0.535
H 3.346 -3.354 1.248
H -1.878 3.031 0.154
H -4.800 3.069 -0.827
H -5.544 2.138 0.462
H -4.411 3.458 0.853
H -4.565 -2.607 0.085
H -4.001 -1.884 1.610
H -5.739 -2.007 1.244
*
```

The calculation puts the HOMO-LUMO gap at 8.6 eV. The LUMO energy comes out at 0.6 eV. The value obtained for the strongest force on any atom is 0.01310 Eh/bohr.

=====

Record 2
This record from OMol25 describes an isolated molecule of C18H22N2O3S. The level of theory is the ωB97M-V functional and the def2-TZVPD basis.

Geometry as ORCA input:
```
! RIJCOSX wB97M-V def2-TZVPD def2/J DEFGRID3
* xyz 0 1
C -1.429 -4.258 0.539
C -0.087 -3.711 0.071
O 0.094 -2.353 0.462
C -0.494 -1.417 -0.314
O -1.141 -1.702 -1.294
C -0.181 -0.048 0.142
C 1.043 0.157 0.775
C 1.516 1.433 1.049
N 2.704 1.670 1.728
C 3.762 0.681 1.743
C 4.257 0.324 0.374
C 4.247 -0.882 -0.253
C 4.750 -0.827 -1.574
C 5.126 0.423 -1.936
S 4.881 1.562 -0.672
C 0.723 2.516 0.656
C -0.509 2.327 0.076
C -1.013 1.044 -0.179
N -2.261 0.842 -0.728
C -2.939 1.857 -1.500
C -4.008 2.573 -0.665
O -4.930 1.639 -0.147
C -4.276 0.670 0.640
C -3.199 -0.092 -0.150
H -1.530 -4.136 1.615
H -1.499 -5.313 0.292
H -2.237 -3.726 0.044
H 0.740 -4.253 0.534
H -0.015 -3.779 -1.020
H 1.634 -0.709 1.015
H 3.044 2.613 1.599
H 4.579 1.091 2.345
H 3.399 -0.224 2.240
H 3.898 -1.788 0.210
H 4.822 -1.682 -2.221
H 5.534 0.758 -2.869
H 1.080 3.522 0.832
H -1.098 3.196 -0.177
H -2.219 2.565 -1.909
H -3.440 1.350 -2.334
H -4.587 3.266 -1.278
H -3.535 3.125 0.163
H -5.052 -0.013 0.988
H -3.803 1.157 1.509
H -2.688 -0.772 0.529
H -3.664 -0.674 -0.953
*
```

The calculation puts the HOMO-LUMO gap at 7.7 eV. The LUMO energy comes out at 0.6 eV. The value obtained for the strongest force on any atom is 0.01232 Eh/bohr.

=====

Record 3
This record from OMol25 describes an isolated molecule of C18H22N2O5S. The level of theory is the ωB97M-V functional and the def2-TZVPD basis.

Geometry as ORCA input:
```
! RIJCOSX wB97M-V def2-TZVPD def2/J DEFGRID3
* xyz 0 1
C -1.884 -2.948 -1.922
C -0.883 -3.615 -0.984
O 0.209 -2.780 -0.643
C 0.118 -1.929 0.412
C -1.028 -1.637 1.132
C -0.978 -0.748 2.197
C 0.206 -0.131 2.536
C 1.364 -0.405 1.821
C 1.335 -1.312 0.779
O 2.423 -1.684 0.028
C 3.679 -1.148 0.363
C 3.823 0.334 -0.004
O 4.616 1.071 0.543
N 3.018 0.696 -1.019
C 2.905 2.060 -1.475
C 1.921 2.876 -0.627
C 0.539 2.292 -0.502
C -0.225 2.628 0.613
C -1.512 2.146 0.769
C -2.031 1.300 -0.188
S -3.701 0.700 -0.065
N -4.030 0.786 1.585
O -3.740 -0.682 -0.459
O -4.573 1.623 -0.732
C -1.297 0.952 -1.302
C -0.016 1.453 -1.461
H -2.589 -3.694 -2.280
H -2.441 -2.159 -1.424
H -1.358 -2.528 -2.776
H -1.381 -3.985 -0.080
H -0.415 -4.465 -1.492
H -1.971 -2.080 0.859
H -1.878 -0.535 2.752
H 0.244 0.569 3.357
H 2.282 0.092 2.092
H 4.403 -1.716 -0.231
H 3.921 -1.286 1.423
H 2.334 0.022 -1.333
H 3.896 2.512 -1.382
H 2.616 2.057 -2.527
H 2.345 2.984 0.373
H 1.844 3.877 -1.060
H 0.195 3.280 1.364
H -2.108 2.406 1.628
H -4.192 -0.133 1.964
H -4.813 1.396 1.762
H -1.736 0.293 -2.034
H 0.539 1.191 -2.349
*
```

The calculation puts the HOMO-LUMO gap at 8.6 eV. The LUMO energy comes out at 0.5 eV. The value obtained for the strongest force on any atom is 0.01740 Eh/bohr.

=====

Record 4
This record from OMol25 describes a structure of composition C18H22N2O7S5Ti in a non-equilibrium geometry. The level of theory is the ωB97M-V functional and the def2-TZVPD basis.

Geometry as ORCA input:
```
! RIJCOSX wB97M-V def2-TZVPD def2/J DEFGRID3
* xyz -1 2
Ti -0.485 -1.738 0.361
C -5.116 2.117 -2.988
O -4.513 2.941 -2.007
C -3.624 2.370 -1.156
C -3.043 3.260 -0.224
C -2.137 2.778 0.670
C -1.755 1.415 0.689
C -0.793 0.938 1.635
C -0.179 1.836 2.661
O -0.425 -0.265 1.618
C -2.343 0.522 -0.256
O -2.045 -0.738 -0.319
C -3.289 1.037 -1.173
H -5.752 2.771 -3.578
H -5.721 1.334 -2.526
H -4.362 1.660 -3.634
H -3.332 4.300 -0.251
H -1.684 3.456 1.380
H 0.448 2.590 2.177
H 0.452 1.259 3.327
H -0.940 2.361 3.238
H -3.728 0.333 -1.865
S -1.503 -3.833 1.014
S -1.353 -3.850 -1.061
S 0.166 -5.095 -1.690
S 1.972 -4.139 -1.612
C -0.503 -1.362 -3.495
N 0.938 -1.362 -3.298
C 1.744 -1.854 -4.401
C 1.468 -1.261 -2.090
O 0.828 -1.018 -1.047
H -0.767 -0.611 -4.241
H -1.003 -1.141 -2.556
H -0.821 -2.347 -3.842
H 1.427 -1.367 -5.322
H 1.631 -2.938 -4.472
H 2.792 -1.628 -4.218
H 2.560 -1.321 -2.069
N 1.537 -2.542 1.313
C 2.217 -1.490 1.997
C 2.876 -0.502 1.278
C 3.277 0.662 1.913
C 3.057 0.836 3.270
C 2.515 -0.207 4.007
C 2.081 -1.361 3.373
S 3.286 2.454 4.022
O 2.328 2.448 5.123
O 2.936 3.373 2.944
O 4.679 2.504 4.429
H 2.017 -2.906 0.484
H 1.355 -3.346 1.909
H 3.003 -0.610 0.208
H 3.705 1.478 1.346
H 2.350 -0.064 5.066
H 1.574 -2.136 3.939
*
```

The calculation puts the HOMO-LUMO gap (spin up / spin down) at 6.7 / 6.5 eV. The LUMO energy (spin up / spin down) comes out at 1.9 / 1.7 eV. The value obtained for the strongest force on any atom is 0.02422 Eh/bohr. Its expectation value of S² is 0.755.

=====

Record 5
This record from OMol25 describes a structure of composition C18H22N3O3P2Sn. The level of theory is the ωB97M-V functional and the def2-TZVPD basis.

Geometry as ORCA input:
```
! RIJCOSX wB97M-V def2-TZVPD def2/J DEFGRID3
* xyz 1 1
Sn -0.972 1.100 -0.907
N -2.768 0.990 0.142
C -3.827 1.042 0.710
N -4.806 1.030 1.410
C -6.065 1.208 1.621
N -7.171 1.347 1.892
C 1.425 5.847 0.597
O 1.803 4.514 0.260
P 0.737 3.442 -0.294
O 0.308 2.575 1.027
C 1.207 2.234 2.081
O 1.799 2.342 -0.869
C 2.819 2.663 -1.806
H 2.344 6.433 0.623
H 0.942 5.877 1.574
H 0.747 6.274 -0.142
H 0.660 2.308 3.021
H 2.059 2.913 2.096
H 1.552 1.208 1.950
H 3.526 1.833 -1.796
H 3.330 3.577 -1.509
H 2.407 2.773 -2.811
C 1.653 -2.754 -2.257
P 0.688 -1.448 -1.383
C -0.975 -2.216 -1.498
C -1.350 -3.369 -0.818
C -2.599 -3.921 -1.044
C -3.483 -3.330 -1.936
C -3.121 -2.176 -2.612
C -1.870 -1.628 -2.392
C 1.132 -1.680 0.376
C 2.441 -1.954 0.770
C 2.775 -1.991 2.113
C 1.817 -1.726 3.077
C 0.518 -1.427 2.697
C 0.179 -1.398 1.356
H 1.600 -3.698 -1.713
H 2.690 -2.449 -2.383
H 1.208 -2.877 -3.245
H -0.666 -3.838 -0.125
H -2.883 -4.827 -0.530
H -4.447 -3.783 -2.107
H -3.797 -1.721 -3.319
H -1.547 -0.766 -2.984
H 3.205 -2.150 0.034
H 3.787 -2.226 2.413
H 2.077 -1.755 4.123
H -0.232 -1.218 3.443
H -0.856 -1.202 1.073
*
```

The calculation puts the HOMO-LUMO gap at 6.9 eV. The LUMO energy comes out at -4.7 eV. The value obtained for the strongest force on any atom is 0.01885 Eh/bohr.

=====

Record 6
This record from OMol25 describes an isolated molecule of C18H22N4O4. The level of theory is the ωB97M-V functional and the def2-TZVPD basis.

Geometry as ORCA input:
```
! RIJCOSX wB97M-V def2-TZVPD def2/J DEFGRID3
* xyz 0 1
C -5.571 -2.892 -0.128
C -6.034 -1.481 0.231
C -7.494 -1.255 -0.145
N -5.202 -0.496 -0.441
C -4.242 0.195 0.209
O -4.072 0.155 1.405
N -3.504 1.020 -0.655
C -2.264 1.586 -0.501
O -1.752 2.172 -1.425
C -1.555 1.402 0.833
N -0.244 0.875 0.539
C -0.085 -0.246 -0.288
O -0.988 -0.905 -0.739
N 1.243 -0.417 -0.442
C 2.030 0.616 0.190
C 2.785 1.482 -0.826
C 3.789 0.640 -1.604
C 4.614 -0.258 -0.721
C 5.766 -0.840 -1.240
C 6.543 -1.691 -0.479
C 6.171 -1.975 0.825
C 5.027 -1.405 1.348
C 4.239 -0.547 0.588
C 3.016 0.060 1.219
C 0.943 1.454 0.867
O 1.100 2.429 1.555
H -4.519 -3.014 0.117
H -5.706 -3.078 -1.192
H -6.146 -3.627 0.428
H -5.891 -1.308 1.302
H -7.642 -1.413 -1.212
H -8.129 -1.950 0.397
H -7.797 -0.241 0.103
H -5.209 -0.521 -1.449
H -3.845 1.104 -1.607
H -2.110 0.730 1.491
H -1.415 2.373 1.316
H 1.639 -1.150 -1.004
H 3.294 2.273 -0.273
H 2.074 1.949 -1.511
H 4.452 1.299 -2.169
H 3.260 0.021 -2.336
H 6.053 -0.615 -2.258
H 7.435 -2.130 -0.899
H 6.771 -2.638 1.430
H 4.733 -1.624 2.364
H 2.513 -0.684 1.842
H 3.314 0.886 1.872
*
```

The calculation puts the HOMO-LUMO gap at 9.9 eV. The LUMO energy comes out at 0.7 eV. The value obtained for the strongest force on any atom is 0.01241 Eh/bohr.